(1)
DFT (wB97M-V/def2-TZVPD) results for C5H8FO4Sc as an isolated structure.

Structure (ORCA input):
```
! wB97M-V def2-TZVPD RIJCOSX def2/J DEFGRID3
* xyz 1 2
H 3.397 0.487 -0.242
C -0.774 -0.719 -1.361
H 0.222 -1.144 -1.230
C 2.487 0.634 0.396
O -1.748 -1.760 -1.343
O -2.675 -0.250 -0.064
C -1.219 0.224 -0.253
C 2.941 1.392 1.650
Sc -5.858 -2.159 -0.038
H -1.326 1.254 -0.600
C -2.836 -1.365 -0.697
H 3.307 2.395 1.375
H -0.744 -0.007 0.704
O 1.466 1.242 -0.284
O -3.845 -2.059 -0.680
H 2.100 1.518 2.352
H 2.213 -0.408 0.727
F -0.862 -0.133 -2.588
H 3.752 0.859 2.176
*
```

<S²>: 1.75
Kohn-Sham gap (alpha / beta) (eV): 5.60 / 10.14
Energy above the lowest of the compared OMol25 structures with the same formula, charge and spin (kcal per mole): 100.6
Highest occupied orbital energy (alpha / beta) (eV): -10.26 / -13.63

For each atom in turn, the Mulliken charge in e is: number 1, H, carries 0.304; number 2, C, carries 0.436; number 3, H, carries 0.222; number 4, C, carries -0.062; number 5, O, carries -0.272; number 6, O, carries -0.381; number 7, C, carries -0.271; number 8, C, carries -1.063; number 9, Sc, carries 0.677; number 10, H, carries 0.322; number 11, C, carries 0.701; number 12, H, carries 0.288; number 13, H, carries 0.281; number 14, O, carries -0.344; number 15, O, carries -0.448; number 16, H, carries 0.315; number 17, H, carries 0.240; number 18, F, carries -0.278; number 19, H, carries 0.333

***

(2)
DFT (wB97M-V/def2-TZVPD) results for a 2-piece molecular cluster, C4H8FNO overall.

Structure (ORCA input):
```
! wB97M-V def2-TZVPD RIJCOSX def2/J DEFGRID3
* xyz 0 1
H -0.911 1.462 1.582
O -0.026 -0.198 1.246
C 0.602 -0.363 0.183
N -0.124 -0.067 -0.918
H 0.420 0.172 -1.718
F 1.350 1.750 0.156
H 1.602 -2.248 0.565
C -1.119 0.916 -0.474
C -1.196 0.582 0.977
H 2.000 -1.422 -0.968
H -2.080 0.749 -1.027
C 1.826 -1.342 0.111
H -2.092 -0.038 1.377
H -0.526 1.881 -0.582
H 2.596 -0.852 0.724
*
```

Kohn-Sham gap (eV): 9.95
Energy above the lowest of the compared OMol25 structures with the same formula, charge and spin (kcal per mole): 36.7
Highest occupied orbital energy (eV): -9.19

For each atom in turn, the Mulliken charge in e is: number 1, H, carries 0.250; number 2, O, carries -0.295; number 3, C, carries 0.934; number 4, N, carries -0.360; number 5, H, carries 0.272; number 6, F, carries -0.774; number 7, H, carries 0.338; number 8, C, carries -0.549; number 9, C, carries -0.262; number 10, H, carries 0.304; number 11, H, carries 0.278; number 12, C, carries -1.072; number 13, H, carries 0.258; number 14, H, carries 0.380; number 15, H, carries 0.299

***

(3)
DFT (wB97M-V/def2-TZVPD) results for an isolated ion of composition C8H16N3O2S and charge +1.

Structure (ORCA input):
```
! wB97M-V def2-TZVPD RIJCOSX def2/J DEFGRID3
* xyz 1 1
H 0.895 3.930 1.666
H -1.449 -0.025 2.251
N 0.519 3.681 0.822
C -1.518 1.199 -0.811
H -0.227 2.669 -1.644
H 0.869 4.157 -0.021
H 1.452 -0.343 -2.015
H -0.036 -1.272 -1.202
H -2.284 -1.236 -1.028
O 2.246 0.826 -0.043
H -2.259 -1.640 0.642
H 1.925 -3.294 1.092
S 2.088 -0.399 0.728
O 0.260 -0.607 1.343
C 1.383 -2.980 0.137
H 3.027 -1.789 -0.987
H 1.444 -3.775 -0.611
C -0.876 0.346 1.393
N -0.502 1.723 1.618
H 0.309 -2.878 0.392
H 0.708 -1.866 -2.510
C 0.937 -1.193 -1.636
H -2.212 1.042 -1.629
C -0.131 2.535 0.624
C 1.919 -1.696 -0.539
H -3.589 -0.674 0.055
N -1.662 0.295 0.140
H -0.116 1.878 2.518
C -0.587 2.259 -0.689
C -2.530 -0.873 -0.057
*
```

Kohn-Sham gap (eV): 9.21
Energy above the lowest of the compared OMol25 structures with the same formula, charge and spin (kcal per mole): 49.3
Highest occupied orbital energy (eV): -12.37

For each atom in turn, the Mulliken charge in e is: number 1, H, carries 0.190; number 2, H, carries 0.412; number 3, N, carries -0.402; number 4, C, carries -0.065; number 5, H, carries 0.297; number 6, H, carries 0.244; number 7, H, carries 0.431; number 8, H, carries -0.223; number 9, H, carries 0.439; number 10, O, carries -0.474; number 11, H, carries 0.427; number 12, H, carries 0.324; number 13, S, carries 0.562; number 14, O, carries -0.423; number 15, C, carries -1.189; number 16, H, carries 0.413; number 17, H, carries 0.404; number 18, C, carries -0.278; number 19, N, carries -0.201; number 20, H, carries 0.214; number 21, H, carries 0.414; number 22, C, carries -0.802; number 23, H, carries 0.523; number 24, C, carries 0.704; number 25, C, carries 0.312; number 26, H, carries 0.306; number 27, N, carries 0.054; number 28, H, carries 0.276; number 29, C, carries -0.774; number 30, C, carries -1.116

***

(4)
DFT (wB97M-V/def2-TZVPD) results for C6H9F2NO as an isolated structure.

Structure (ORCA input):
```
! wB97M-V def2-TZVPD RIJCOSX def2/J DEFGRID3
* xyz 0 1
C -2.108 -0.913 0.767
C -1.085 0.159 0.357
N -1.199 -1.994 0.615
F 0.413 -0.763 2.405
C -0.161 -1.083 0.208
H -0.903 0.968 1.083
C 1.872 0.280 0.961
H -2.421 1.076 -0.986
F 1.674 -2.111 1.360
H -1.133 -2.647 1.385
H 1.107 1.035 0.632
C -1.412 0.695 -1.023
H -1.304 -0.116 -1.739
H 2.353 0.463 1.872
H 0.289 -1.424 -0.801
H 2.486 0.017 0.121
O -3.280 -0.976 1.087
C 0.996 -0.913 1.216
H -0.770 1.473 -1.270
*
```

Kohn-Sham gap (eV): 10.69
Energy above the lowest of the compared OMol25 structures with the same formula, charge and spin (kcal per mole): 0.0
Highest occupied orbital energy (eV): -9.90

For each atom in turn, the Mulliken charge in e is: number 1, C, carries 0.149; number 2, C, carries 0.136; number 3, N, carries -0.386; number 4, F, carries -0.319; number 5, C, carries -0.078; number 6, H, carries 0.641; number 7, C, carries -1.254; number 8, H, carries 0.359; number 9, F, carries -0.352; number 10, H, carries 0.320; number 11, H, carries 0.270; number 12, C, carries -1.525; number 13, H, carries 0.365; number 14, H, carries 0.417; number 15, H, carries 0.309; number 16, H, carries 0.363; number 17, O, carries -0.600; number 18, C, carries 0.795; number 19, H, carries 0.390